{
  "formula": "C20H39FN4O2SbSiSr",
  "method": "ωB97M-V/def2-TZVPD",
  "elements": ["Sr", "C", "Si", "C", "C", "N", "C", "C", "C", "C", "C", "C", "F", "H", "H", "H", "H", "H", "H", "H", "H", "H", "H", "H", "H", "H", "C", "N", "C", "C", "O", "N", "C", "N", "H", "H", "H", "H", "H", "H", "H", "C", "C", "Sb", "C", "C", "C", "C", "H", "H", "H", "H", "H", "H", "H", "H", "H", "H", "H", "H", "H", "H", "H", "C", "O", "H", "H", "H", "H"],
  "coordinates": [[0.772, 0.486, 1.465], [-1.072, -3.870, 2.976], [-1.169, -2.370, 1.929], [-2.796, -2.665, 0.951], [-1.509, -0.928, 3.168], [0.254, -1.931, 1.110], [1.215, -2.579, 0.394], [1.068, -3.699, -0.485], [2.160, -4.379, -1.052], [3.438, -3.884, -0.871], [3.646, -2.774, 0.002], [2.566, -2.194, 0.570], [2.788, -1.144, 1.369], [-0.372, -3.739, 3.783], [-0.734, -4.798, 2.547], [-2.013, -4.163, 3.445], [-3.570, -3.090, 1.507], [-2.603, -3.403, 0.147], [-3.139, -1.753, 0.444], [-2.453, -1.053, 3.672], [-1.615, 0.114, 2.695], [-0.746, -0.817, 3.940], [0.065, -4.054, -0.611], [1.993, -5.221, -1.763], [4.290, -4.436, -1.290], [4.602, -2.224, -0.059], [4.264, 0.391, -3.831], [3.269, 0.812, -2.811], [3.660, 1.840, -1.833], [2.636, 1.546, -0.704], [2.631, 2.019, 0.393], [1.862, 0.515, -1.075], [2.279, 0.099, -2.341], [1.694, -0.921, -2.919], [3.702, 0.073, -4.715], [4.892, -0.434, -3.342], [4.918, 1.178, -4.047], [3.567, 2.852, -2.117], [4.656, 1.586, -1.456], [1.119, -1.528, -2.332], [2.046, -1.277, -3.835], [-2.957, 4.896, -0.820], [-1.816, 4.308, 0.005], [-1.884, 2.109, -0.016], [-3.815, 1.568, 0.467], [-4.907, 1.747, -0.518], [-2.050, 1.849, -2.157], [-1.923, 0.420, -2.640], [-3.057, 6.018, -0.738], [-3.756, 4.366, -0.459], [-2.767, 4.610, -1.858], [-1.778, 4.766, 0.990], [-0.830, 4.593, -0.330], [-4.033, 2.051, 1.402], [-3.729, 0.493, 0.720], [-5.163, 2.747, -0.726], [-5.794, 1.302, -0.052], [-4.708, 1.244, -1.472], [-1.232, 2.381, -2.551], [-2.960, 2.412, -2.392], [-0.908, 0.044, -2.350], [-1.938, 0.414, -3.766], [-2.593, -0.368, -2.206], [2.262, 1.619, 4.847], [1.272, 0.894, 4.002], [2.103, 2.707, 4.767], [3.269, 1.365, 4.550], [2.152, 1.243, 5.896], [1.277, 0.014, 4.386]],
  "forces_ev_per_a": [[0.1945, -0.2258, -0.1957], [0.1157, -0.8760, 0.8466], [-0.9591, 0.0608, -0.2956], [2.0828, 0.8209, -1.6644], [0.3419, 1.3073, -1.2080], [-0.2889, 0.6666, -0.0895], [0.3600, -1.3077, -0.0497], [0.2454, 0.5430, 0.7475], [-0.4681, 0.3156, -0.7470], [0.6747, -0.1317, 0.7849], [0.7561, -0.5114, -2.2888], [-0.8312, -0.8727, -0.7205], [0.2623, 1.6027, 1.1013], [0.3855, 0.2925, 0.5770], [0.2154, -0.2754, -0.8154], [-0.2126, 0.3899, -0.0236], [-1.3057, -0.4466, 1.2503], [0.0951, 0.3077, 0.2103], [-0.1089, -0.1544, 0.0969], [-0.4066, -0.2215, 0.2243], [0.0431, -1.1918, 0.3943], [0.0332, -0.1863, 0.0721], [-0.4045, -0.2593, -0.2122], [0.0741, 0.6440, 0.8834], [-0.3573, 0.5634, 0.0680], [-0.4019, -0.6386, 0.7186], [-1.2095, -2.3657, 1.7205], [1.8840, 1.7567, -1.1698], [-0.6417, -1.9602, 1.2898], [1.2783, -1.8459, -2.7029], [-0.3340, 1.6606, 2.6084], [-0.5250, -0.7891, -1.5991], [-1.1270, 0.6835, 3.0579], [0.2745, -1.2923, -1.5423], [0.5848, -0.1049, 0.0310], [-0.8543, 0.8192, -1.0830], [0.6786, 1.3302, -0.4463], [0.1339, 1.0392, -0.8632], [-0.0223, 0.3916, -0.0208], [0.2745, 0.1850, -0.3123], [-0.5752, 0.3430, 1.4278], [2.4861, 1.3487, -0.7601], [0.2888, 0.1188, 0.2572], [1.7123, 0.7354, -0.3558], [0.0915, -1.0056, 0.8343], [-0.9062, -1.2660, -0.2797], [-0.9071, -0.0634, 1.1982], [0.6911, -1.1461, -0.3987], [-0.0089, -1.2846, -0.0280], [-2.7018, -0.5240, 0.4654], [-0.3984, 0.3217, -0.0186], [-0.4757, -0.5390, 0.5328], [0.4365, -0.1330, -0.7113], [-0.2564, 0.2984, 0.5656], [-0.0110, 0.4174, -0.0626], [-0.1357, 1.3302, -0.2664], [-0.1169, -0.0474, -0.4460], [-0.1190, -0.0011, 0.2173], [1.0261, 0.9281, -0.5837], [0.0976, -0.5180, -0.3527], [-0.6116, 0.3668, -0.2687], [-0.2760, -0.2985, 1.0438], [0.0778, 0.9883, -0.5242], [-0.7173, -0.5454, 0.4826], [1.0629, 0.7167, 0.5619], [-0.1444, -0.6702, 0.0383], [0.2317, 0.0148, -0.3799], [-0.1294, 0.6794, -0.8000], [-0.2410, -0.2885, -0.0216]],
  "lowdin_charge": [1.34, -0.18, 0.35, -0.16, -0.19, -0.22, -0.36, -0.04, -0.11, -0.11, -0.03, -0.31, -0.03, 0.02, 0.03, 0.04, 0.00, 0.03, 0.00, 0.03, 0.00, 0.01, 0.09, 0.12, 0.10, 0.13, 0.02, -0.08, 0.01, -0.56, -0.04, 0.10, -0.41, 0.24, 0.09, 0.13, 0.07, 0.12, 0.15, 0.12, 0.15, -0.17, -0.42, 1.38, -0.49, -0.18, -0.44, -0.19, 0.10, 0.00, 0.06, 0.05, 0.03, 0.05, 0.04, 0.05, 0.09, 0.07, 0.03, 0.04, 0.04, 0.09, 0.08, -0.06, -0.26, 0.10, 0.08, 0.10, 0.06],
  "energy_ha": -1815.184743,
  "relative_energy_ev": 0.0000,
  "e_homo_ha": -0.354,
  "homo_lumo_gap_ha": 0.2780,
  "total_charge": 1,
  "fmax_ev_per_a": 3.51
}